Entry 1:
DFT (ωB97M-V with the def2-TZVPD basis set) results for a 2-piece molecular cluster, C7H10 overall.

## Properties
Energy relative to the best compared isomer or geometry (same formula, charge and spin), kcal per mole: 170.6
E_HOMO (spin up / spin down), Eh: -0.2831 / -0.2848
Frontier orbital gap (spin up / spin down), eV: 7.033 / 7.666
Net charge: 0

Positions of all 17 atoms, in Å:
C: 2.013140 1.044161 1.201090
C: 1.048318 0.359626 0.599821
C: 2.440465 0.129711 0.138232
C: 3.308197 -0.183150 -0.775847
C: -1.608266 0.693184 -0.920192
C: -2.145063 -1.244037 0.480821
C: -1.476791 0.081744 0.422461
H: 2.519201 1.656670 2.005732
H: 2.945680 -0.862805 -1.507933
H: 4.351150 0.085056 -0.775464
H: -0.696285 1.121606 -1.292162
H: -2.288202 1.480551 -0.836158
H: -2.028139 -0.127403 -1.543442
H: -3.242240 -1.091906 0.333001
H: -1.947830 -1.772006 1.473154
H: -1.690734 -1.927800 -0.338738
H: -1.502599 0.556802 1.335620

Forces on atoms 1 to 2 (eV/Å):
C 1.1 -0.3 0.9
C -0.7 -0.7 0.2



Entry 2:
DFT (ωB97M-V with the def2-TZVPD basis set) results for an isolated ion of composition C7H10 and charge +1.

## Properties
Energy relative to the best compared isomer or geometry (same formula, charge and spin), kcal per mole: 35.5
E_HOMO (spin up / spin down), Eh: -0.5269 / -0.5249
Frontier orbital gap (spin up / spin down), eV: 8.938 / 6.657
Net charge: +1
Multiplicity: 2

Positions of all 17 atoms, in Å:
C: 0.660306 -1.594743 0.578691
C: 1.389593 -2.511326 -0.132394
C: 0.659581 0.857628 0.603042
C: 0.192557 -0.315781 0.047619
C: -1.094231 -0.392013 -0.602383
C: -2.105953 0.499770 -0.753446
C: 0.528421 2.285555 0.226074
H: 0.231897 -1.930450 1.558092
H: 1.792244 -2.372474 -1.135620
H: 1.520079 -3.469429 0.337039
H: 1.009197 0.619125 1.620345
H: -1.137711 -1.265047 -1.274579
H: -2.913845 0.396731 -1.575990
H: -2.155636 1.334620 -0.056233
H: -0.269102 2.763085 0.869027
H: 1.455456 2.684440 0.497085
H: 0.237147 2.410311 -0.806367

Forces on atoms 1 to 2 (eV/Å):
C 1.5 -2.9 -1.2
C -1.4 1.5 1.3



Entry 3:
DFT (ωB97M-V with the def2-TZVPD basis set) results for C7H10AsO2 as an isolated structure.

## Properties
E_HOMO, Eh: -0.1262
Frontier orbital gap, eV: 6.275
Net charge: -1

Positions of all 20 atoms, in Å:
O: 0.066814 2.477821 -1.532009
C: 0.462416 1.270200 -1.108303
O: 1.893102 0.824508 -1.071121
As: 2.701736 1.369003 0.504406
C: -0.630775 0.102645 -0.623074
C: -0.753821 -0.135725 0.996452
C: -1.792426 -1.325462 1.496014
C: -2.617387 -2.194226 0.369315
C: -2.490151 -1.907262 -1.242477
C: -1.451922 -0.721914 -1.782433
H: 3.812594 0.285319 0.246019
H: 3.475381 2.445953 -0.351741
H: 1.579915 2.387740 0.850674
H: 1.971792 0.300451 1.371521
H: 3.542256 1.894864 1.732296
H: -0.160013 0.476006 1.802737
H: -1.895462 -1.497332 2.651212
H: -3.338070 -3.066381 0.707321
H: -3.071240 -2.508210 -2.082106
H: -1.304737 -0.477999 -2.934704

Forces on atoms 1 to 2 (eV/Å):
O 2.2 -7.5 2.5
C 0.6 3.3 -1.9



Entry 4:
DFT (ωB97M-V with the def2-TZVPD basis set) results for C7H10BClCuF8NO as an isolated structure.

## Properties
Energy relative to the best compared isomer or geometry (same formula, charge and spin), kcal per mole: 96.6
E_HOMO, Eh: -0.3178
Frontier orbital gap, eV: 5.967
Net charge: 0

Positions of all 30 atoms, in Å:
N: -0.436293 2.102207 3.984663
B: -0.620700 1.352155 2.679127
Cl: -1.269046 2.524053 1.337284
C: 0.798817 0.668970 2.100806
C: 0.328019 -0.585710 1.158847
O: 1.371485 -1.178381 0.318677
C: 1.994362 -0.223101 -0.600852
C: 0.995147 0.259038 -1.852773
F: -0.061802 1.206091 -1.423502
F: 1.907677 1.068474 -2.747531
C: 0.484960 -0.996038 -2.768379
F: 0.888682 -0.721115 -4.197764
F: 1.145442 -2.307430 -2.435976
C: -1.128368 -1.257332 -2.792064
F: -1.945597 -0.096752 -3.255983
F: -1.353076 -2.329041 -3.834521
C: -1.719365 -1.935650 -1.381990
F: -2.481356 -3.188678 -1.746542
F: -2.701526 -1.060444 -0.694116
H: -1.402142 2.160070 4.407656
H: 0.128363 1.467164 4.596756
H: -1.443886 0.484558 2.729588
H: 1.491331 0.369698 3.000217
H: 1.339854 1.544799 1.528427
H: -0.023596 -1.445662 1.908601
H: -0.644493 -0.249753 0.593657
H: 2.526633 0.693713 -0.087171
H: 2.871030 -0.819615 -1.151470
H: -0.830472 -2.300177 -0.710262
Cu: -0.210083 4.793891 1.336587

Forces on atoms 1 to 2 (eV/Å):
N -0.9 -0.6 0.7
B 2.0 -1.3 1.0



Entry 5:
DFT (ωB97M-V with the def2-TZVPD basis set) results for C7H10BF4NPd as an isolated structure.

## Properties
Energy relative to the best compared isomer or geometry (same formula, charge and spin), kcal per mole: 0.0
E_HOMO (spin up / spin down), Eh: 0.0304 / 0.0752
Frontier orbital gap (spin up / spin down), eV: 4.797 / 3.521
Net charge: -2
Multiplicity: 3

Positions of all 24 atoms, in Å:
C: -0.535029 1.027742 -2.276154
C: 0.885913 1.017225 -1.993707
C: 1.063577 1.572142 -0.655886
C: -0.238434 1.872258 -0.133954
C: -1.212593 1.509363 -1.117066
Pd: 0.221433 -0.481483 -0.587230
N: -3.745439 0.235979 0.398173
C: 0.400373 -2.275537 -0.840037
C: 1.775920 -1.910291 -0.869746
H: 2.024778 1.748500 -0.167990
H: 1.678919 0.661873 -2.654692
H: -0.445200 2.270080 0.857089
H: -2.288125 1.642125 -1.020875
H: -0.979740 0.775117 -3.233255
H: 2.283970 -1.794407 -1.825140
H: -0.003963 -2.742857 0.077086
H: -2.902277 -0.309933 0.712768
H: 2.388685 -2.065617 0.005959
H: -0.058207 -2.588495 -1.796206
F: -0.503719 -0.504784 2.157473
B: -0.059638 -0.033487 3.435595
F: -0.846477 -0.628976 4.461060
F: 1.309705 -0.383219 3.611431
F: -0.214439 1.386678 3.455308

Forces on atoms 1 to 2 (eV/Å):
C 0.3 0.5 0.4
C -0.3 0.9 0.2



Entry 6:
DFT (ωB97M-V with the def2-TZVPD basis set) results for C7H10BiClN as an isolated structure.

## Properties
Energy relative to the best compared isomer or geometry (same formula, charge and spin), kcal per mole: 0.0
E_HOMO (spin up / spin down), Eh: -0.1384 / -0.1384
Frontier orbital gap (spin up / spin down), eV: 6.705 / 6.705
Net charge: -1

Positions of all 20 atoms, in Å:
C: -0.940452 -0.220273 -2.424167
C: -1.339560 1.087011 -2.056655
C: -2.263698 1.008541 -0.995777
C: -2.387024 -0.385487 -0.627053
C: -1.569138 -1.146590 -1.560542
Bi: -0.209752 -0.159908 1.215884
N: 1.500716 -0.874177 0.195054
C: 2.604357 1.132222 0.081099
C: 1.727201 2.159727 -0.135699
H: -2.817742 1.819647 -0.541297
H: -1.077351 2.003390 -2.596121
H: -3.110902 -0.806319 0.068740
H: -1.526482 -2.228793 -1.602902
H: -0.269049 -0.489131 -3.240261
H: 1.362691 2.327212 -1.158731
H: 3.097691 0.616911 -0.770534
H: 1.384122 -1.919759 0.060095
H: 1.382467 2.854820 0.621239
H: 3.061574 1.016333 1.063681
Cl: -0.151255 -1.768041 3.107485

Forces on atoms 1 to 2 (eV/Å):
C -0.3 -1.1 0.5
C -0.7 0.3 0.2



Entry 7:
DFT (ωB97M-V with the def2-TZVPD basis set) results for one molecule with the formula C7H10BrFN2.

## Properties
Energy relative to the best compared isomer or geometry (same formula, charge and spin), kcal per mole: 124.3
E_HOMO (spin up / spin down), Eh: -0.3105 / -0.3365
Frontier orbital gap (spin up / spin down), eV: 7.283 / 8.716
Net charge: 0

Positions of all 21 atoms, in Å:
C: 3.169088 -1.196748 -0.714456
C: 3.764089 0.047398 -0.305991
C: 3.165833 1.177906 -0.207621
C: -0.969370 -1.021425 -0.533995
C: -0.496500 1.463593 -0.679281
C: 0.362172 0.096880 1.339620
C: 0.039909 0.150295 -0.184423
N: 1.908732 -1.119883 -0.959450
N: 1.148762 -0.063307 -1.059811
F: 3.536946 2.417040 0.115572
Br: 5.613689 -0.303250 0.221065
H: 3.742326 -2.151971 -0.850348
H: -1.059183 -1.309379 -1.582276
H: -0.545447 -1.932305 0.018008
H: -1.907791 -0.595282 -0.135152
H: -0.728939 1.318121 -1.623881
H: -1.408876 1.889893 -0.067398
H: 0.179989 2.267692 -0.711448
H: -0.427423 0.363349 1.946010
H: 1.030695 -0.789562 1.510271
H: 1.017355 0.959399 1.519694

Forces on atoms 1 to 2 (eV/Å):
C -1.8 -0.1 -0.8
C 3.1 -1.0 0.6



Entry 8:
DFT (ωB97M-V with the def2-TZVPD basis set) results for C7H10ClMoN as an isolated structure.

## Properties
E_HOMO (spin up / spin down), Eh: -0.2587 / -0.3048
Frontier orbital gap (spin up / spin down), eV: 6.403 / 7.533
Net charge: 0
Multiplicity: 3

Positions of all 20 atoms, in Å:
C: -0.513971 0.759389 -1.950181
C: 0.895597 0.886471 -1.653700
C: 1.055733 1.842358 -0.604198
C: -0.219846 2.264454 -0.174540
C: -1.212195 1.595519 -0.973860
Mo: -0.658483 -0.512789 -0.170054
N: -2.391484 -0.395122 0.146138
C: 0.219523 -2.315248 -0.677040
C: 1.504125 -1.687669 -0.648561
H: 2.007379 2.258899 -0.271680
H: 1.694812 0.451533 -2.251875
H: -0.423517 3.082572 0.515877
H: -2.254091 1.896088 -1.057664
H: -0.960598 0.298204 -2.824491
H: 2.029658 -1.520289 -1.620025
H: -0.111366 -2.961969 0.164344
H: -3.196166 -1.058121 0.112205
H: 2.203248 -1.919774 0.178787
H: -0.358679 -2.461422 -1.602430
Cl: 0.207521 -0.240685 1.889449

Forces on atoms 1 to 2 (eV/Å):
C 0.0 0.8 0.4
C -0.1 1.2 0.0



Entry 9:
DFT (ωB97M-V with the def2-TZVPD basis set) results for C7H10FNOS as an isolated structure.

## Properties
Energy relative to the best compared isomer or geometry (same formula, charge and spin), kcal per mole: 37.5
E_HOMO, Eh: -0.3168
Frontier orbital gap, eV: 8.449
Net charge: 0

Positions of all 21 atoms, in Å:
C: -1.515073 -3.084670 -0.429986
C: -1.869407 2.376543 -0.443942
C: -0.601162 -2.134010 -0.607373
C: -0.720620 1.713814 -0.476030
C: -1.081237 -0.795663 -0.469718
C: -0.338354 0.324651 -0.563722
C: 2.057807 0.913209 1.776272
N: 1.671830 -0.522403 0.685394
O: 2.150468 1.246089 -1.271026
F: 2.916990 -1.155313 0.666665
S: 1.484308 -0.010992 -0.965502
H: -1.257195 -4.083194 -0.635195
H: -2.435514 -2.873955 -0.127823
H: -1.962335 3.494331 -0.168923
H: -2.766816 1.813370 -0.578801
H: 0.349631 -2.174039 -1.007334
H: 0.034725 2.460901 -0.450321
H: -2.217901 -0.558362 -0.287044
H: 2.580019 1.525730 1.011502
H: 1.107100 1.230075 1.861798
H: 2.412730 0.293889 2.481101

Forces on atoms 1 to 2 (eV/Å):
C 4.4 -0.8 -1.3
C -1.0 0.6 0.7



Entry 10:
DFT (ωB97M-V with the def2-TZVPD basis set) results for one molecule with the formula C7H10INO2S.

## Properties
Energy relative to the best compared isomer or geometry (same formula, charge and spin), kcal per mole: 0.0
E_HOMO, Eh: -0.3314
Frontier orbital gap, eV: 9.143
Net charge: 0

Positions of all 22 atoms, in Å:
C: 0.498681 0.675035 -0.785497
C: 0.756827 -1.817024 -0.320859
C: -1.021468 2.176748 0.543726
C: 0.256868 -0.810890 -1.257432
C: -0.176092 0.908807 0.498800
C: -0.718872 -1.427473 -0.306518
C: -1.083589 -0.381387 0.739911
N: -2.562676 0.141362 0.698943
O: -3.706600 2.315801 0.633092
O: -2.504763 1.712557 -1.427628
S: -2.659935 1.671573 -0.031883
I: -4.103499 -0.757347 -0.093938
H: 1.528986 1.020453 -0.605380
H: 0.132748 1.416950 -1.643956
H: 0.996703 -2.809428 -0.631531
H: 1.307928 -1.604614 0.622574
H: -1.301905 2.520548 1.553483
H: -0.446029 2.813748 -0.138010
H: 0.186296 -0.925967 -2.284027
H: 0.610113 1.035012 1.244654
H: -1.379297 -2.193903 -0.629119
H: -1.003713 -0.737206 1.874904

Forces on atoms 1 to 2 (eV/Å):
C 0.3 1.1 -3.9
C 0.1 -0.5 1.9



Entry 11:
DFT (ωB97M-V with the def2-TZVPD basis set) results for C7H10N as an isolated structure.

## Properties
Energy relative to the best compared isomer or geometry (same formula, charge and spin), kcal per mole: 145.6
E_HOMO, Eh: -0.5244
Frontier orbital gap, eV: 10.636
Net charge: +1

Positions of all 18 atoms, in Å:
C: -1.266403 -0.309962 -0.262542
C: -0.270254 0.460840 -1.020091
C: 0.084872 -1.121125 -0.389489
C: 0.652128 0.286997 0.088221
C: -0.578475 0.943956 -2.467354
C: 2.051313 0.706063 0.515618
C: -0.748721 -1.266502 2.394753
N: -0.407877 -0.385401 0.850330
H: -2.215937 -0.758346 -0.642581
H: -1.417447 0.224446 -2.808820
H: 0.230273 1.095913 -3.213648
H: -1.259123 1.898131 -2.358675
H: 2.618446 1.075226 -0.383019
H: 2.615691 -0.141794 0.832724
H: 1.928909 1.340471 1.313654
H: -0.285391 -0.478078 2.934380
H: -1.774452 -1.559535 2.260653
H: 0.042448 -2.011299 2.355885

Forces on atoms 1 to 2 (eV/Å):
C 0.1 0.9 -2.7
C -2.0 0.4 0.3



| no. | calculated total energy (hartree) |
| --- | --- |
| 1 | -272.446170 |
| 2 | -272.310977 |
| 3 | -2658.545136 |
| 4 | -3326.948196 |
| 5 | -879.684257 |
| 6 | -1002.208226 |
| 7 | -3055.898030 |
| 8 | -855.722829 |
| 9 | -900.512756 |
| 10 | -1173.729863 |
| 11 | -326.968992 |